1.
Molecular formula: C5H8N2
Method: DFT, ωB97M-V with the def2-TZVPD basis set

Values from the calculation:
SMILES: C[C@H]1CN1CC#N
E_LUMO: 0.97 eV
electronic energy: -8293.3155 eV
Kohn-Sham gap: 10.8 eV
HOMO level: -0.3615 Eh

Atoms and positions in Å:
1 C -0.3793 0.4049 -1.2119
2 H -0.5507 -2.3387 -0.9116
3 C -0.2055 -1.7853 -0.0321
4 C -1.3401 -1.6536 0.9146
5 C 1.2380 1.6713 0.4455
6 N -2.1908 -1.5335 1.6901
7 C 0.1068 0.7184 0.1558
8 H 2.1228 1.4203 -0.1435
9 N 0.4246 -0.5533 -0.4749
10 H -0.6702 0.6909 0.9211
11 H 0.1048 0.8292 -2.0896
12 H 0.9436 2.6981 0.2125
13 H 0.5493 -2.4092 0.4576
14 H -1.4472 0.2066 -1.3225
15 H 1.5120 1.6393 1.5038

natural (NBO) atomic charge list, values in e, 4 entries: atom 1 (C): -0.26, atom 2 (H): 0.24, atom 3 (C): -0.32, atom 4 (C): 0.25

***

2.
Molecular formula: C34H26I2N3O10P2S4Ti
Method: DFT, ωB97M-V with the def2-TZVPD basis set

Values from the calculation:
charge: -2
E_LUMO (spin up / spin down): 3.10 / 3.10 eV
multiplicity: 2
electronic energy: -161871.4971 eV
Kohn-Sham gap (spin up / spin down): 5.2 / 5.6 eV
HOMO level (spin up / spin down): -0.0764 / -0.0910 Eh

Atoms and positions in Å:
1 C 3.6731 2.0355 -6.3604
2 C 0.9953 -5.0253 -0.9614
3 C 1.5951 0.8749 -7.7890
4 S -1.5402 -0.8516 -4.7815
5 C -0.6807 -4.6278 0.7195
6 H -0.8109 3.0140 -2.2355
7 H -1.9242 1.6281 0.4116
8 C 0.4094 -2.6330 4.1394
9 H 1.7266 -5.6558 -1.4560
10 H 8.5021 -0.3492 -0.6556
11 H -4.7746 0.0155 4.2318
12 C 5.6920 -0.3294 1.2245
13 H 6.8230 -0.5136 -2.4585
14 S -1.8958 1.4758 -2.8676
15 C -1.3179 -0.9867 2.8466
16 P 0.9778 2.5925 2.3288
17 C 2.6030 1.4827 -5.6851
18 S -0.1098 -1.2005 -1.2830
19 S 0.0767 -1.8142 -7.1295
20 O 0.5229 1.5227 -0.4288
21 H 0.2383 5.5450 2.2578
22 H -0.1788 3.1644 4.0500
23 H 5.3621 -0.2666 2.2521
24 H 1.2830 -7.3644 -0.9716
25 I -3.6305 -1.6911 6.4989
26 C -3.4254 0.1511 2.5835
27 C 0.3108 -6.8797 0.6184
28 C -1.7034 -1.4866 4.1163
29 C -2.1879 -0.2045 2.0465
30 N 0.0547 1.1710 -4.6329
31 I -4.6852 1.4014 1.4396
32 O -0.1797 -7.2634 1.6558
33 H 4.4826 2.4807 -5.7980
34 C 0.8880 -3.7225 -1.3753
35 C -0.9989 0.7224 -4.0461
36 C -3.8118 -0.2771 3.8412
37 O -0.0865 1.5078 2.2750
38 H -1.2850 -5.0074 1.5306
39 O -0.3068 3.6153 -1.5870
40 O -1.7694 0.1191 0.8479
41 O 0.9887 -7.7815 -0.1521
42 H 2.4897 3.6071 0.7310
43 Ti 0.1944 0.1113 0.8263
44 H 0.7846 0.4293 -8.3424
45 O 0.7075 3.3585 3.7442
46 C -0.7954 -2.3355 4.7729
47 H 1.6853 -2.2669 2.4465
48 C 6.5047 -0.4650 -1.4254
49 H 4.5417 2.4661 -8.2719
50 C 0.7380 -2.0573 2.9324
51 H -1.5420 -2.6682 0.7328
52 C 2.6664 1.4428 -8.4534
53 O -1.7184 2.6004 0.2395
54 H -0.3405 5.7049 0.5862
55 C 4.7346 -0.4197 0.2102
56 C 2.1538 -0.4302 0.7419
57 H -1.2319 4.6787 1.7196
58 H 1.4960 -3.3462 -2.1832
59 P -0.2369 2.8046 -0.2542
60 C 5.1589 -0.4886 -1.1207
61 C 0.2250 -5.5099 0.1080
62 C 7.4481 -0.3751 -0.4135
63 H -1.0421 -2.7608 5.7337
64 C 3.7073 2.0227 -7.7460
65 H 7.7751 -0.2379 1.6972
66 C 0.6063 3.8491 1.0029
67 C 1.5628 0.8909 -6.3979
68 N -0.0912 -1.2133 2.2720
69 C 3.3485 -0.4225 0.5064
70 C -0.2425 5.0255 1.4296
71 N 0.4664 0.4035 -5.6739
72 O 1.8339 4.2794 0.4698
73 C -0.8093 -3.3322 0.2894
74 H 4.4151 -0.5533 -1.9021
75 H 2.5469 1.5111 -4.6080
76 C 7.0365 -0.3091 0.9087
77 C -0.2411 -0.7185 -5.9355
78 H 2.6793 1.4420 -9.5350
79 O 2.3906 2.2000 2.1971
80 H 1.1031 -3.3205 4.5991
81 C -2.9697 -1.0835 4.5769
82 C -0.0009 -2.8362 -0.7481

natural (NBO) atomic charge list, values in e, 4 entries: atom 1 (C): -0.22, atom 2 (C): -0.18, atom 3 (C): -0.23, atom 4 (S): 0.38

***

3.
Molecular formula: C3H11N3
Method: DFT, ωB97M-V with the def2-TZVPD basis set

Values from the calculation:
SMILES: CNC(C)(N)N
E_LUMO: 0.97 eV
electronic energy: -7759.4198 eV
Kohn-Sham gap: 9.6 eV
HOMO level: -0.3160 Eh

Atoms and positions in Å:
1 H -1.0711 -0.6480 -1.6420
2 H -0.3572 0.0588 2.3940
3 H 1.5813 -0.1234 0.7602
4 C -0.7506 -0.6450 1.6622
5 H -0.2450 -1.5999 1.7774
6 H -1.8164 -0.7893 1.8270
7 N -1.0724 1.1988 0.1255
8 H 2.5545 0.1245 -1.4167
9 H 0.9149 0.2792 -2.0607
10 C 1.5442 0.4587 -1.1780
11 C -0.5400 -0.1190 0.2494
12 H -1.0591 1.5359 -0.8285
13 H 1.5777 1.5480 -1.0076
14 N 1.0226 -0.3092 -0.0662
15 H -0.5166 -1.8336 -0.6430
16 H -0.6224 1.8595 0.7434
17 N -1.1444 -0.9961 -0.6964

natural (NBO) atomic charge list, values in e, 4 entries: atom 1 (H): 0.35, atom 2 (H): 0.20, atom 3 (H): 0.35, atom 4 (C): -0.63

***

4.
Molecular formula: C4H7N3
Method: DFT, ωB97M-V with the def2-TZVPD basis set

Values from the calculation:
E_LUMO (spin up / spin down): -0.12 / -1.27 eV
electronic energy: -8727.4411 eV
Kohn-Sham gap (spin up / spin down): 7.9 / 5.1 eV
HOMO level (spin up / spin down): -0.2949 / -0.2335 Eh

Atoms and positions in Å:
1 N -1.0787 -1.4814 -1.6953
2 H 0.5895 -1.3134 1.1904
3 N -0.1514 1.1548 0.7306
4 H 1.5421 2.1223 1.3955
5 H 0.3715 -2.7864 0.2296
6 N -1.7732 1.1070 -0.9092
7 H 1.2987 1.9387 -0.4731
8 C 0.9646 1.7775 0.5457
9 C 0.5781 -1.7153 0.1673
10 H -0.4570 0.9905 1.6874
11 C -0.8869 0.4596 -0.2990
12 H -2.1046 0.4073 -1.6058
13 C -0.4791 -1.0649 -0.7134
14 H 1.5865 -1.5962 -0.2507

natural (NBO) atomic charge list, values in e, 4 entries: atom 1 (N): -0.42, atom 2 (H): 0.19, atom 3 (N): -0.47, atom 4 (H): 0.20

***

5.
Molecular formula: C20H28NO3Sc
Method: DFT, ωB97M-V with the def2-TZVPD basis set

Values from the calculation:
E_LUMO: 0.24 eV
electronic energy: -49520.3857 eV
Kohn-Sham gap: 5.0 eV
HOMO level: -0.1753 Eh

Atoms and positions in Å:
1 Sc 0.0123 -0.1549 -0.0005
2 C -2.2269 0.8457 -1.0101
3 H 1.4880 -4.9919 -0.0727
4 H 2.3199 1.8743 -0.9813
5 H 2.6147 -10.0172 -0.2862
6 H 0.0849 -3.9050 3.0028
7 H 3.0024 -0.3615 0.5045
8 C 2.3085 -3.1360 1.6446
9 H 0.6773 3.3834 0.5394
10 H 4.1983 -9.1913 -0.5865
11 C -2.2583 0.9432 0.4465
12 C -0.1448 -3.1251 2.2582
13 O 2.7416 -6.8634 -1.5513
14 C 0.8747 -3.1868 1.1239
15 C -2.1319 -0.3248 1.0237
16 C 3.1254 -9.1777 -0.8188
17 H -2.2454 -0.5604 2.1118
18 H -1.1608 -3.2905 1.8709
19 C 0.5418 1.3910 1.9670
20 O 0.6616 -2.0482 0.1509
21 H 2.4328 -2.3344 2.3899
22 C 3.1631 -7.7074 -2.6844
23 H 2.6053 -7.3832 -3.5868
24 H 1.3862 -0.4356 2.7479
25 N -0.3864 2.1786 -0.2734
26 C 0.7872 2.2272 0.7040
27 C 1.3475 0.2950 1.9459
28 H 4.2498 -7.5526 -2.8884
29 H 1.8738 -9.4506 -2.5630
30 C 1.9074 1.4592 0.0327
31 C -2.0914 -1.2461 -0.0565
32 C 0.6527 -4.2722 0.0571
33 H 3.0046 -2.9627 0.8092
34 C -1.0275 3.2798 -0.1429
35 C 0.6141 -3.1419 -0.9557
36 O -1.3877 4.3927 -0.1193
37 C 2.5445 -7.7988 -0.4447
38 H 3.0097 -7.3598 0.4613
39 H 3.6037 -9.8884 -2.8701
40 C 2.2361 0.3732 0.7602
41 H 2.5633 -4.0940 2.1288
42 H -1.9162 1.6805 -1.7265
43 H -2.2989 1.8907 1.1432
44 H -1.8955 -0.9286 -2.3273
45 C -2.0010 -0.5332 -1.3120
46 H -0.3177 -3.0198 -1.5340
47 H -2.1745 -2.3304 0.0123
48 H 1.4504 -7.8936 -0.2437
49 H -0.3143 -4.7877 0.1701
50 H -0.1047 -2.1434 2.7675
51 H -0.3462 1.6814 2.6231
52 C 2.9164 -9.1900 -2.3324
53 H 1.5126 -3.0178 -1.5786

natural (NBO) atomic charge list, values in e, 4 entries: atom 1 (Sc): 1.29, atom 2 (C): -0.26, atom 3 (H): 0.24, atom 4 (H): 0.24

***

6.
Molecular formula: C5H7BrFN2
Method: DFT, ωB97M-V with the def2-TZVPD basis set

Values from the calculation:
charge: +1
E_LUMO (spin up / spin down): -6.06 / -6.06 eV
electronic energy: -81027.3677 eV
Kohn-Sham gap (spin up / spin down): 6.8 / 6.8 eV
HOMO level (spin up / spin down): -0.4731 / -0.4731 Eh

Atoms and positions in Å:
1 H -1.1015 -1.8914 -1.4876
2 C 1.6351 1.0579 -1.3804
3 N 0.2624 -0.5524 -0.5430
4 C 1.2308 -0.2711 -1.5536
5 F -1.1881 -0.3075 2.8896
6 H 0.0697 -2.5638 -0.5090
7 C -1.5250 0.8197 2.4149
8 H 2.2911 1.6278 -2.0412
9 H -1.3009 -1.6461 0.3757
10 N 0.9512 1.5143 -0.2501
11 H -1.0082 1.5933 2.9541
12 H 0.9689 2.3734 0.2928
13 Br 1.5657 -1.5502 -2.8971
14 C 0.2292 0.4866 0.2006
15 C -0.5570 -1.7324 -0.5131
16 H -2.5234 1.0419 2.0474

natural (NBO) atomic charge list, values in e, 4 entries: atom 1 (H): 0.24, atom 2 (C): -0.08, atom 3 (N): -0.40, atom 4 (C): 0.00